Computed, not measured: C26H24N8RhS2 as an isolated structure, with wB97M-V/def2-TZVPD.

CARTESIAN COORDINATES (ANGSTROEM)
Rh 0.9739 2.0444 0.2951
C -2.1664 6.5971 -1.3445
S -1.7720 6.2418 0.3882
C -0.6181 4.9275 0.1903
S -1.0493 3.5898 -0.9435
N 0.4406 4.9732 0.9074
N 1.2811 3.9312 0.8782
C 2.4865 4.1339 1.4307
C 3.4637 3.1452 1.2393
C 4.7705 3.2131 1.7813
C 5.6800 2.2377 1.4836
C 5.3043 1.1783 0.6356
C 4.0120 1.1486 0.1617
N 3.0956 2.0752 0.4479
H -2.9365 7.3657 -1.3341
H -2.5491 5.7025 -1.8306
H -1.2842 6.9648 -1.8646
H 2.6929 5.0655 1.9418
H 5.0257 4.0404 2.4308
H 6.6810 2.2794 1.8942
H 6.0002 0.3979 0.3637
H 3.6795 0.3424 -0.4827
C -0.0547 -0.5913 -2.1668
C 0.7523 -0.8744 -0.9544
N 0.9733 -0.0196 0.0264
C 1.6503 -0.7110 1.0152
C 1.8646 -1.9811 0.5969
N 1.3119 -2.0732 -0.6590
C 1.2341 -3.3037 -1.4635
N -0.0133 -3.9636 -1.4646
N -0.8373 -3.8618 -2.6150
N -2.0186 -4.3547 -2.2606
C -1.9955 -4.7363 -0.9698
C -2.9899 -5.3328 -0.1569
C -2.6596 -5.6194 1.1690
C -1.4085 -5.3407 1.7049
C -0.3963 -4.7445 0.9062
C -0.7210 -4.4625 -0.4066
H -0.2474 0.4795 -2.2101
H -1.0055 -1.1254 -2.1115
H 0.4470 -0.9164 -3.0780
H 1.9421 -0.2419 1.9395
H 2.3631 -2.8136 1.0604
H 2.0252 -3.9573 -1.0836
H 1.4466 -3.0533 -2.5024
H -3.9688 -5.5533 -0.5616
H -3.4081 -6.0722 1.8108
H -1.2021 -5.5773 2.7412
H 0.5834 -4.5375 1.3182
C -0.9856 2.2020 0.1395
C -2.0787 1.2902 0.1701
C -3.2294 1.4359 -0.6388
C -4.2036 0.4578 -0.6758
C -4.0851 -0.6932 0.0942
C -2.9908 -0.8342 0.9451
C -2.0189 0.1431 0.9984
H -3.3271 2.3234 -1.2518
H -5.0611 0.5844 -1.3264
H -4.8233 -1.4797 0.0290
H -2.8968 -1.7266 1.5515
H -1.1792 0.0404 1.6714

Relative energy (zero: lowest compared OMol25 entry of this formula, charge and spin), kJ/mol: 59.5
Largest force on an atom, eV Å⁻¹: 0.839
Frontier orbital gap (spin up / spin down), eV: 3.553 / 6.247
Net charge: -1
Multiplicity: 5